Entry 1:
Here is one molecule with the formula C4H5NO2 in a non-equilibrium geometry from the Open Molecules 2025 dataset. Energies are from wB97M-V/def2-TZVPD.

The max |F| comes out at 0.05001 Eh/bohr. The calculation puts the frontier orbital gap at 9.6 eV. The energy comes out at -9811.19858 eV. The SMILES is O=CC(=O)N1CC1. The HOMO energy is -10.01 eV.

Atoms and positions in Å:
O: -2.119 -0.074 1.555
C: -2.139 0.236 0.389
C: -0.884 0.518 -0.428
O: -0.969 0.936 -1.561
N: 0.300 0.382 0.278
C: 1.521 0.213 -0.394
C: 0.966 -0.850 0.564
H: -3.063 0.383 -0.203
H: 2.436 0.709 -0.105
H: 1.354 0.002 -1.455
H: 1.212 -1.570 -0.198
H: 1.386 -0.884 1.559

=====

Entry 2:
Here is one molecule with the formula C4H5NO2 from the Open Molecules 2025 dataset. Energies are from wB97M-V/def2-TZVPD.

The max |F| comes out at 0.01105 Eh/bohr. The calculation puts the frontier orbital gap at 8.5 eV. The energy comes out at -9810.22949 eV. The HOMO energy is -8.94 eV.

Atoms and positions in Å:
C: -1.803 -0.663 0.151
C: -0.727 0.295 0.000
C: 0.262 1.114 0.031
O: 0.407 2.433 -0.147
N: 1.298 0.305 0.463
C: 1.708 -0.828 -0.196
O: 1.028 -1.624 -0.823
H: -1.673 -1.528 -0.508
H: -1.920 -0.985 1.194
H: -2.728 -0.133 -0.133
H: 1.352 2.607 -0.003
H: 2.794 -0.993 -0.031

=====

Entry 3:
Here is one molecule with the formula C4H5NO2 from the Open Molecules 2025 dataset. Energies are from wB97M-V/def2-TZVPD.

The max |F| comes out at 0.00817 Eh/bohr. The calculation puts the frontier orbital gap at 11.1 eV. The energy comes out at -9812.28383 eV. The SMILES is OCc1ccon1. The HOMO energy is -10.21 eV.

Atoms and positions in Å:
O: 1.120 1.551 -1.583
C: -0.110 0.975 -1.224
C: 0.016 -0.023 -0.099
C: -0.948 -0.450 0.862
C: -0.232 -1.258 1.676
O: 1.029 -1.363 1.244
N: 1.177 -0.580 0.124
H: 1.792 0.856 -1.557
H: -0.759 1.792 -0.891
H: -0.601 0.503 -2.089
H: -2.002 -0.237 0.940
H: -0.482 -1.767 2.597

=====

Entry 4:
Here is one molecule with the formula C4H5NO2 in a non-equilibrium geometry from the Open Molecules 2025 dataset. Energies are from wB97M-V/def2-TZVPD.

The max |F| comes out at 0.02083 Eh/bohr. The calculation puts the frontier orbital gap at 9.8 eV. The energy comes out at -9809.95031 eV. The SMILES is CON=C=CC=O. The HOMO energy is -9.99 eV.

Atoms and positions in Å:
C: 2.078 0.539 -0.351
O: 2.065 -0.775 0.217
N: 0.889 -1.333 0.610
C: -0.174 -0.906 0.183
C: -1.309 -0.602 -0.406
C: -2.409 0.040 0.326
O: -2.408 0.248 1.518
H: 1.142 1.096 -0.250
H: 2.865 1.049 0.201
H: 2.348 0.474 -1.408
H: -1.450 -0.940 -1.430
H: -3.291 0.264 -0.300

=====

Entry 5:
Here is one molecule with the formula C4H5NO2 in a non-equilibrium geometry from the Open Molecules 2025 dataset. Energies are from wB97M-V/def2-TZVPD.

The max |F| comes out at 0.04783 Eh/bohr. The calculation puts the frontier orbital gap at 9.2 eV. The energy comes out at -9813.23130 eV. The SMILES is O=C1COC=CN1. The HOMO energy is -8.51 eV.

Atoms and positions in Å:
O: 1.769 0.579 -1.359
C: 0.801 0.195 -0.689
C: -0.409 1.168 -0.399
O: -1.446 0.685 0.425
C: -1.239 -0.454 1.132
C: -0.245 -1.288 0.923
N: 0.732 -1.002 -0.042
H: -0.867 1.465 -1.355
H: 0.039 2.109 0.006
H: -1.991 -0.637 1.874
H: 0.031 -2.219 1.512
H: 1.629 -1.542 -0.071

=====

Entry 6:
Here is one molecule with the formula C4H5NO2 from the Open Molecules 2025 dataset. Energies are from wB97M-V/def2-TZVPD.

The max |F| comes out at 0.01193 Eh/bohr. The calculation puts the frontier orbital gap at 8.3 eV. The energy comes out at -9809.35340 eV. The HOMO energy is -7.84 eV.

Atoms and positions in Å:
O: -0.700 0.420 -2.341
C: 0.206 -0.206 -1.887
C: -0.813 -0.683 0.209
C: -0.549 -0.377 1.680
N: -0.025 0.462 0.626
C: 1.067 0.832 0.070
O: 1.288 0.512 -1.178
H: 0.596 -1.179 -2.189
H: -1.813 -0.348 -0.094
H: 0.192 -0.952 2.236
H: -1.296 0.115 2.304
H: 1.848 1.402 0.565

=====

Entry 7:
Here is one molecule with the formula C4H5NO2 from the Open Molecules 2025 dataset. Energies are from wB97M-V/def2-TZVPD.

The max |F| comes out at 0.01630 Eh/bohr. The calculation puts the frontier orbital gap at 9.6 eV. The energy comes out at -9811.24531 eV. The HOMO energy is -9.07 eV.

Atoms and positions in Å:
N: 1.260 1.310 1.132
C: 1.082 1.010 -0.123
C: -2.069 -0.668 -0.890
C: -0.979 -0.591 -0.146
O: 0.179 -1.107 -0.671
C: 1.297 -0.394 -0.448
O: 2.380 -0.876 -0.660
H: 1.234 2.293 1.357
H: 1.563 0.679 1.878
H: -2.958 -0.296 -0.430
H: -2.061 -1.042 -1.922
H: -0.930 -0.317 0.921

=====

Entry 8:
Here is one molecule with the formula C4H5NO2 in a non-equilibrium geometry from the Open Molecules 2025 dataset. Energies are from wB97M-V/def2-TZVPD.

The max |F| comes out at 0.04234 Eh/bohr. The calculation puts the frontier orbital gap at 8.7 eV. The energy comes out at -9811.63156 eV. The SMILES is Nc1cc(O)co1. The HOMO energy is -8.00 eV.

Atoms and positions in Å:
N: -2.197 -0.342 -0.466
C: -0.909 0.000 -0.143
C: 0.265 -0.727 -0.135
C: 1.220 0.189 0.345
O: 2.533 0.006 0.581
C: 0.655 1.454 0.562
O: -0.718 1.269 0.195
H: -2.892 0.255 -0.036
H: -2.427 -1.323 -0.400
H: 0.406 -1.765 -0.388
H: 2.825 -0.828 0.194
H: 1.300 1.734 -0.309

=====

Entry 9:
Here is one molecule with the formula C4H5NO2 from the Open Molecules 2025 dataset. Energies are from wB97M-V/def2-TZVPD.

The max |F| comes out at 0.01132 Eh/bohr. The calculation puts the frontier orbital gap at 9.6 eV. The energy comes out at -9811.45925 eV. The SMILES is NC#C[C@H](O)C=O. The HOMO energy is -8.94 eV.

Atoms and positions in Å:
N: -2.632 -0.945 -0.089
C: -1.321 -0.684 -0.044
C: -0.130 -0.460 -0.006
C: 1.190 0.136 -0.225
O: 2.219 -0.347 0.617
C: 1.115 1.647 0.022
O: 0.508 2.408 -0.684
H: -3.197 -0.745 0.721
H: -2.956 -1.689 -0.686
H: 1.449 -0.002 -1.287
H: 2.079 -1.293 0.739
H: 1.675 1.974 0.921

=====

Entry 10:
Here is one molecule with the formula C4H5NO2 from the Open Molecules 2025 dataset. Energies are from wB97M-V/def2-TZVPD.

The max |F| comes out at 0.01700 Eh/bohr. The calculation puts the frontier orbital gap at 9.7 eV. The energy comes out at -9813.83482 eV. The SMILES is Cc1coc(=O)[nH]1. The HOMO energy is -8.98 eV.

Atoms and positions in Å:
C: -1.454 -0.406 -0.897
C: -0.292 0.083 -0.103
C: 0.157 1.295 0.212
O: 1.431 1.223 0.751
C: 1.797 -0.098 0.777
O: 2.878 -0.486 1.115
N: 0.693 -0.847 0.317
H: -1.142 -0.523 -1.942
H: -1.795 -1.391 -0.557
H: -2.293 0.292 -0.858
H: -0.279 2.276 0.132
H: 0.298 -1.419 1.053

=====

Entry 11:
Here is one molecule with the formula C4H5NO2 from the Open Molecules 2025 dataset. Energies are from wB97M-V/def2-TZVPD.

The max |F| comes out at 0.01191 Eh/bohr. The calculation puts the frontier orbital gap at 9.3 eV. The energy comes out at -9812.32801 eV. The SMILES is C=NCC(=O)C=O. The HOMO energy is -9.88 eV.

Atoms and positions in Å:
C: 0.981 -1.600 1.132
N: -0.034 -0.982 0.701
C: 0.026 -0.471 -0.657
C: 0.039 1.032 -0.431
O: 1.042 1.685 -0.269
C: -1.324 1.709 -0.282
O: -2.359 1.147 -0.535
H: 1.852 -1.850 0.513
H: 1.003 -1.901 2.179
H: 0.923 -0.775 -1.219
H: -0.883 -0.753 -1.197
H: -1.266 2.758 0.065

=====

Entry 12:
Here is C4H5NO2 as an isolated structure from the Open Molecules 2025 dataset. Energies are from wB97M-V/def2-TZVPD.

The max |F| comes out at 0.01703 Eh/bohr. The calculation puts the frontier orbital gap at 8.3 eV. The energy comes out at -9809.29290 eV. The HOMO energy is -8.35 eV.

Atoms and positions in Å:
N: 0.344 0.867 1.110
C: 0.143 0.188 -0.189
C: -1.243 0.025 -0.756
C: -0.717 -1.059 0.117
O: 0.255 -1.826 -0.796
C: 1.117 -0.806 -0.708
O: 2.312 -0.786 -0.852
H: 0.010 1.831 1.184
H: 1.324 0.825 1.404
H: -1.998 0.672 -0.309
H: -1.313 -0.074 -1.836
H: -0.233 0.144 1.630

=====

max |F| of number 3 (C4H5NO2)?
0.00817 Eh/bohr

=====

What did the sixth record say?
Here is one molecule with the formula C4H5NO2 from the Open Molecules 2025 dataset. Energies are from wB97M-V/def2-TZVPD.

The max |F| comes out at 0.01193 Eh/bohr. The calculation puts the frontier orbital gap at 8.3 eV. The energy comes out at -9809.35340 eV. The HOMO energy is -7.84 eV.

Atoms and positions in Å:
O: -0.700 0.420 -2.341
C: 0.206 -0.206 -1.887
C: -0.813 -0.683 0.209
C: -0.549 -0.377 1.680
N: -0.025 0.462 0.626
C: 1.067 0.832 0.070
O: 1.288 0.512 -1.178
H: 0.596 -1.179 -2.189
H: -1.813 -0.348 -0.094
H: 0.192 -0.952 2.236
H: -1.296 0.115 2.304
H: 1.848 1.402 0.565